Below is an isolated molecule of C2H5N3O2, with properties calculated with ωB97M-V with the def2-TZVPD basis set.

Atoms and positions in Å:
O: -1.775847 1.135781 0.228824
O: -1.218992 -1.089127 -1.586541
N: -0.000864 -0.385348 0.325006
N: 0.965996 -1.088821 -1.712245
N: -0.159587 1.294685 2.027596
C: -0.179402 -0.635885 -1.120275
C: -0.810967 0.778600 0.750054
H: 1.044204 0.116507 0.426926
H: 0.885425 -1.042692 -2.761270
H: 0.139623 0.178698 2.149514
H: 1.979069 -0.705037 -1.370373
H: -0.868658 1.442637 2.642784

Forces on atoms 1 to 6 (eV/Å):
O -2.478 1.290 -1.174
O 0.424 2.426 0.636
N 2.924 4.255 -1.655
N 4.637 2.422 -1.185
N 2.304 -6.136 -4.581
C -1.416 -4.739 1.198

Results
SMILES = NC(=O)NC(N)=O
LUMO = 0.010 Ha
Maximum force = 8.00 eV Å⁻¹
Relative energy (zero: lowest compared OMol25 entry of this formula, charge and spin) = 285.46 kJ/mol
HOMO = -0.3786 Ha
Electronic energy = -393.91054 hartree